# 1
# C30H56F6O30P

A 11-piece molecular cluster, C30H56F6O30P overall in a non-equilibrium geometry (wB97M-V/def2-TZVPD, the Open Molecules 2025 dataset).

CARTESIAN COORDINATES (ANGSTROEM)
P -0.285 1.349 -0.765
F -0.632 2.938 -0.831
F -1.721 1.102 -1.493
F 0.389 1.334 -2.259
F 0.021 -0.238 -0.754
F 1.121 1.703 -0.073
F -0.968 1.259 0.702
C 2.291 4.353 -1.352
C 1.365 4.783 -2.485
O 2.234 5.382 -3.449
C 3.502 5.403 -2.992
O 4.439 5.844 -3.567
O 3.568 4.867 -1.750
H 2.298 3.273 -1.229
H 2.057 4.820 -0.398
H 0.593 5.472 -2.141
H 0.854 3.950 -2.965
C -3.626 4.254 -0.559
C -3.295 3.969 0.911
O -2.888 5.266 1.380
C -2.800 6.150 0.368
O -2.368 7.255 0.494
O -3.225 5.616 -0.786
H -4.713 4.312 -0.695
H -3.262 3.536 -1.287
H -2.446 3.296 1.021
H -4.134 3.545 1.455
C 4.498 -2.760 4.594
O 3.885 -2.167 3.472
C 2.828 -1.390 3.693
O 2.326 -1.177 4.770
O 2.406 -0.923 2.528
C 1.078 -0.438 2.514
H 5.562 -2.846 4.398
H 4.115 -3.774 4.783
H 4.225 -2.251 5.519
H 0.806 -0.327 1.471
H 0.831 0.464 3.082
H 0.328 -1.108 2.933
C -0.345 3.372 3.269
O -1.724 3.381 3.630
C -2.077 3.953 4.777
O -1.356 4.557 5.523
O -3.386 3.736 4.929
C -3.985 4.354 6.056
H -0.150 4.299 2.730
H -0.188 2.515 2.618
H 0.347 3.256 4.102
H -4.438 5.296 5.747
H -3.264 4.472 6.861
H -4.786 3.716 6.430
C 1.602 -4.406 0.765
O 0.709 -3.512 1.390
C -0.348 -3.121 0.680
O -0.578 -3.398 -0.460
O -1.108 -2.373 1.485
C -2.241 -1.775 0.892
H 2.517 -4.393 1.349
H 1.794 -4.059 -0.257
H 1.246 -5.432 0.635
H -2.059 -1.308 -0.072
H -2.577 -0.962 1.532
H -3.087 -2.463 0.839
C 2.581 -1.111 -2.925
O 3.471 -2.161 -2.538
C 2.995 -3.389 -2.515
O 1.880 -3.728 -2.801
O 3.975 -4.210 -2.099
C 3.715 -5.582 -2.322
H 2.424 -1.123 -4.002
H 3.084 -0.203 -2.595
H 1.626 -1.125 -2.404
H 2.797 -5.931 -1.858
H 4.569 -6.135 -1.926
H 3.731 -5.805 -3.392
C -1.993 -0.107 4.092
O -2.647 -1.344 4.302
C -3.423 -1.404 5.380
O -3.694 -0.472 6.091
O -3.834 -2.656 5.521
C -4.739 -2.930 6.585
H -1.468 -0.081 3.147
H -1.440 0.294 4.938
H -2.744 0.683 3.910
H -5.751 -2.942 6.180
H -4.654 -2.197 7.383
H -4.501 -3.924 6.954
C -3.840 -2.282 -6.282
O -4.569 -1.571 -5.295
C -4.025 -1.406 -4.083
O -3.086 -1.994 -3.642
O -4.783 -0.513 -3.426
C -4.321 -0.222 -2.119
H -3.275 -1.574 -6.888
H -4.577 -2.799 -6.895
H -3.164 -3.046 -5.898
H -4.739 -0.892 -1.366
H -4.683 0.777 -1.859
H -3.239 -0.184 -2.041
C 5.954 -2.918 0.856
O 5.444 -1.878 0.022
C 5.301 -0.686 0.597
O 5.573 -0.408 1.737
O 4.834 0.153 -0.325
C 4.281 1.381 0.130
H 5.989 -3.787 0.205
H 5.356 -3.045 1.750
H 6.984 -2.682 1.138
H 4.556 1.563 1.169
H 3.194 1.328 0.098
H 4.635 2.198 -0.493
C -0.412 0.806 -4.946
O -0.567 0.107 -6.163
C -0.327 -1.206 -6.134
O -0.255 -1.872 -5.142
O -0.106 -1.586 -7.395
C 0.239 -2.964 -7.559
H -0.793 0.259 -4.080
H -0.817 1.802 -5.045
H 0.641 0.830 -4.634
H -0.636 -3.597 -7.380
H 0.990 -3.239 -6.821
H 0.506 -3.073 -8.604

For the HOMO energy, the calculation gives -8.49 eV. The net charge is -1. Its total energy is -4374.8725 Ha. As for the HOMO-LUMO gap: 10.67 eV.

***

# 2
# C30H56N2O15

A 6-piece molecular cluster, C30H56N2O15 overall in a non-equilibrium geometry (wB97M-V/def2-TZVPD, the Open Molecules 2025 dataset).

CARTESIAN COORDINATES (ANGSTROEM)
C 2.415 -0.525 4.153
C 1.441 -0.478 2.835
C 1.178 -1.936 2.119
C 1.324 -3.228 3.119
C 0.124 -4.304 2.670
C -1.159 -3.931 3.677
C -2.594 -4.516 3.146
C -3.544 -3.207 2.805
C -5.163 -3.568 2.947
C -6.049 -2.370 3.630
C -6.353 -1.086 2.656
C -7.327 -0.058 3.547
C -7.033 -1.523 1.219
N -7.666 -1.626 0.094
C -5.012 -0.186 2.282
C -4.549 -0.525 0.723
N -4.193 -1.101 -0.404
H 3.216 -1.390 4.134
H 2.924 0.542 4.294
H 1.728 -0.740 5.091
H 1.974 0.202 2.016
H 0.391 0.009 3.128
H 1.931 -2.034 1.209
H 0.096 -1.877 1.626
H 1.097 -2.983 4.260
H 2.373 -3.751 3.105
H 0.511 -5.399 2.809
H -0.111 -4.057 1.542
H -0.897 -4.347 4.749
H -1.123 -2.747 3.774
H -2.492 -5.252 2.238
H -3.102 -5.075 4.070
H -3.396 -2.918 1.662
H -3.275 -2.264 3.470
H -5.607 -3.992 1.936
H -5.200 -4.485 3.711
H -7.095 -2.849 3.946
H -5.566 -1.965 4.643
H -7.905 0.713 2.882
H -8.024 -0.772 4.179
H -6.584 0.479 4.311
H -5.336 0.962 2.287
H -4.152 -0.308 3.067
C 5.142 5.041 5.064
O 4.099 4.311 4.420
C 3.176 5.087 3.798
O 3.177 6.308 3.755
O 2.252 4.271 3.232
C 1.211 4.955 2.538
H 5.822 4.321 5.527
H 5.708 5.630 4.335
H 4.734 5.684 5.850
H 1.620 5.541 1.709
H 0.645 5.595 3.224
H 0.529 4.206 2.127
C 2.167 -8.513 -0.218
O 1.351 -8.206 -1.347
C 0.476 -7.189 -1.142
O 0.346 -6.552 -0.109
O -0.231 -7.005 -2.286
C -1.197 -5.959 -2.217
H 2.828 -9.339 -0.494
H 2.787 -7.653 0.055
H 1.551 -8.833 0.628
H -0.712 -4.997 -2.023
H -1.948 -6.177 -1.450
H -1.702 -5.901 -3.185
C -0.186 1.609 -1.686
O 0.881 2.077 -2.508
C 1.675 3.005 -1.916
O 1.544 3.444 -0.784
O 2.640 3.359 -2.802
C 3.556 4.337 -2.312
H -0.755 0.872 -2.260
H 0.204 1.119 -0.788
H -0.858 2.431 -1.420
H 4.096 3.956 -1.438
H 3.034 5.268 -2.070
H 4.283 4.545 -3.101
C 0.157 8.896 -5.911
O 0.480 7.875 -4.969
C 0.173 6.619 -5.379
O -0.336 6.318 -6.447
O 0.530 5.756 -4.395
C 0.264 4.386 -4.690
H 0.445 9.858 -5.479
H 0.717 8.754 -6.841
H -0.920 8.914 -6.106
H 0.828 4.064 -5.571
H -0.809 4.224 -4.836
H 0.589 3.786 -3.836
C 3.020 0.077 -3.508
O 3.265 -0.697 -4.680
C 3.476 0.039 -5.801
O 3.470 1.258 -5.870
O 3.695 -0.816 -6.831
C 3.934 -0.178 -8.084
H 2.865 -0.613 -2.674
H 3.882 0.710 -3.275
H 2.115 0.682 -3.627
H 4.833 0.445 -8.034
H 3.066 0.417 -8.386
H 4.096 -0.956 -8.835

The SMILES is CCCCCCCCCC[C@](C)(C#N)CC#N.COC(=O)OC.COC(=O)OC.COC(=O)OC.COC(=O)OC.COC(=O)OC. For the HOMO energy, the calculation gives -10.12 eV. Its total energy is -2414.4712 Ha. As for the HOMO-LUMO gap: 10.31 eV.

***

# 3
# C30H56NO

A 2-piece molecular cluster, C30H56NO overall in a non-equilibrium geometry (wB97M-V/def2-TZVPD, the Open Molecules 2025 dataset).

CARTESIAN COORDINATES (ANGSTROEM)
C 3.382 -1.507 1.525
C 3.805 -2.988 1.116
C 4.979 -3.013 0.052
C 4.751 -2.047 -1.189
C 5.753 -0.814 -1.042
C 5.380 0.257 -2.154
C 4.778 1.582 -1.520
C 3.275 1.400 -1.039
C 2.366 2.531 -1.663
C 1.084 2.737 -0.753
C -0.127 3.429 -1.520
C -1.429 2.579 -1.172
C -1.357 1.231 -2.013
C -1.225 -0.068 -1.081
N -2.303 -1.071 -1.364
C -2.251 -1.669 -2.751
C -0.830 -1.841 -3.353
C 0.056 -2.987 -3.086
C 1.388 -3.107 -3.677
C 1.921 -2.093 -4.577
C 1.045 -0.964 -4.889
C -0.281 -0.849 -4.298
C -2.456 -2.134 -0.301
C -1.154 -2.976 -0.002
C -3.018 -1.594 1.065
C -4.455 -0.960 0.990
C -4.861 -0.581 2.497
H 3.110 -0.887 0.636
H 2.477 -1.602 2.184
H 4.220 -1.015 2.079
H 4.189 -3.499 2.038
H 2.937 -3.551 0.691
H 5.974 -2.762 0.499
H 5.068 -4.058 -0.362
H 4.978 -2.626 -2.124
H 3.680 -1.711 -1.234
H 6.793 -1.195 -1.207
H 5.635 -0.405 -0.005
H 6.311 0.530 -2.719
H 4.624 -0.209 -2.843
H 4.773 2.380 -2.312
H 5.413 1.882 -0.645
H 2.894 0.404 -1.394
H 3.225 1.468 0.083
H 2.023 2.182 -2.682
H 2.910 3.511 -1.778
H 1.322 3.360 0.148
H 0.766 1.713 -0.396
H 0.124 3.350 -2.618
H -0.248 4.514 -1.286
H -2.306 3.159 -1.573
H -1.469 2.423 -0.066
H -0.380 1.272 -2.571
H -2.215 1.140 -2.734
H -1.412 0.322 -0.040
H -0.197 -0.493 -1.068
H -3.187 -0.535 -1.327
H -2.836 -2.626 -2.841
H -2.793 -0.945 -3.425
H -0.260 -3.812 -2.413
H 2.004 -3.999 -3.399
H 2.947 -2.223 -4.980
H 1.395 -0.164 -5.586
H -0.905 0.031 -4.576
H -3.225 -2.860 -0.693
H -1.263 -4.018 -0.416
H -1.076 -3.120 1.111
H -0.199 -2.533 -0.370
H -3.071 -2.467 1.775
H -2.261 -0.894 1.523
H -5.217 -1.676 0.596
H -4.406 0.018 0.443
H -5.904 -0.893 2.740
H -4.194 -1.190 3.176
H -4.634 0.487 2.727
C -3.432 3.872 6.115
C -4.775 3.419 6.656
C -5.408 2.783 5.432
O -4.335 2.253 4.639
C -3.091 2.755 5.145
H -2.673 4.013 6.885
H -3.548 4.816 5.573
H -4.626 2.666 7.434
H -5.375 4.227 7.074
H -5.938 3.526 4.826
H -6.104 1.983 5.688
H -2.578 1.932 5.654
H -2.467 3.095 4.315

For the HOMO energy, the calculation gives -11.37 eV. The net charge is +1. Its total energy is -1306.3332 Ha. As for the HOMO-LUMO gap: 8.92 eV.

***

# 4
# C30H56O24

A 8-piece molecular cluster, C30H56O24 overall in a non-equilibrium geometry (wB97M-V/def2-TZVPD, the Open Molecules 2025 dataset).

CARTESIAN COORDINATES (ANGSTROEM)
C 6.728 2.358 1.355
C 5.634 2.930 0.405
O 5.164 1.957 -0.480
C 4.274 1.090 -0.129
O 3.721 1.042 0.966
O 3.982 0.175 -1.102
C 4.594 0.164 -2.394
H 6.398 1.591 2.055
H 7.113 3.224 1.894
H 7.558 1.952 0.777
H 5.990 3.687 -0.293
H 4.813 3.365 0.974
H 5.674 0.314 -2.361
H 4.238 1.057 -2.906
H 4.296 -0.753 -2.903
C -1.629 3.553 -6.140
C -1.121 4.850 -5.409
O -0.244 4.657 -4.357
C 1.018 4.201 -4.550
O 1.479 3.905 -5.638
O 1.601 4.259 -3.416
C 2.819 3.583 -3.164
H -2.315 3.826 -6.942
H -2.241 3.019 -5.413
H -0.833 2.963 -6.593
H -2.011 5.371 -5.058
H -0.534 5.400 -6.146
H 3.258 2.992 -3.968
H 2.614 2.784 -2.451
H 3.576 4.253 -2.755
C 2.702 -2.284 2.571
C 3.582 -3.461 2.272
O 4.481 -3.179 1.206
C 4.298 -3.299 -0.177
O 5.241 -3.285 -0.940
O 2.981 -3.438 -0.576
C 2.588 -3.994 -1.879
H 3.193 -1.493 3.136
H 1.854 -2.684 3.128
H 2.322 -1.749 1.701
H 2.946 -4.311 2.027
H 4.185 -3.635 3.163
H 3.019 -4.992 -1.963
H 3.001 -3.568 -2.793
H 1.526 -4.218 -1.981
C -3.719 1.729 2.794
C -3.533 1.068 4.156
O -2.176 0.585 4.188
C -1.731 -0.035 5.222
O -2.333 -0.117 6.289
O -0.569 -0.573 5.044
C 0.091 -1.148 6.146
H -2.816 2.293 2.557
H -4.569 2.410 2.832
H -3.933 0.988 2.025
H -4.242 0.261 4.341
H -3.638 1.738 5.010
H 0.956 -1.747 5.863
H -0.555 -1.819 6.712
H 0.425 -0.351 6.811
C -5.848 -0.090 -0.346
C -6.083 1.100 -1.231
O -4.960 1.892 -1.326
C -4.903 3.240 -1.294
O -5.805 3.965 -1.067
O -3.607 3.709 -1.635
C -2.514 2.890 -2.134
H -5.464 0.118 0.653
H -4.969 -0.618 -0.714
H -6.683 -0.757 -0.127
H -6.925 1.756 -1.010
H -6.246 0.795 -2.265
H -1.996 2.424 -1.295
H -1.776 3.564 -2.571
H -2.862 2.190 -2.894
C -2.300 -2.858 2.090
C -1.894 -4.353 2.297
O -2.153 -4.767 3.587
C -1.232 -4.739 4.494
O -0.088 -4.185 4.425
O -1.773 -5.337 5.578
C -1.001 -5.436 6.775
H -2.388 -2.580 1.039
H -1.683 -2.128 2.614
H -3.265 -2.710 2.575
H -0.861 -4.487 1.979
H -2.460 -4.870 1.522
H -1.536 -6.074 7.478
H -0.880 -4.515 7.345
H -0.009 -5.829 6.552
C -1.403 -0.214 -4.454
C -0.608 -1.301 -5.202
O 0.574 -1.222 -4.614
C 0.720 -0.089 -3.957
O 1.804 0.289 -3.468
O -0.421 0.622 -3.919
H -1.994 -0.627 -3.636
H -2.041 0.454 -5.032
H -0.539 -0.975 -6.239
H -1.084 -2.269 -5.045
C -0.079 1.237 0.767
C 0.716 0.234 -0.113
O -0.238 -0.700 -0.477
C -1.501 -0.262 -0.162
O -2.588 -0.760 -0.557
O -1.436 0.827 0.624
H 0.002 2.279 0.459
H 0.324 1.179 1.777
H 1.589 -0.193 0.381
H 1.175 0.721 -0.973

The SMILES is CCOC(=O)OC.CCOC(=O)OC.CCOC(=O)OC.CCOC(=O)OC.CCOC(=O)OC.CCOC(=O)OC.O=C1OCCO1.O=C1OCCO1. For the HOMO energy, the calculation gives -10.30 eV. Its total energy is -2982.4250 Ha. As for the HOMO-LUMO gap: 10.66 eV.